Here is a structure of composition C24H24AuN6O2S6 from the Open Molecules 2025 dataset. Energies are from ωB97M-V/def2-TZVPD.

The HOMO energy is -10.08 eV. Its charge is +1. Its LUMO energy is -5.868 eV. The HOMO-LUMO gap comes out at 0.1546 hartree.

Geometry (Å):
Au1 -0.082 -0.326 0.046
S1 1.614 -4.856 -2.262
S2 -2.622 -7.357 0.797
S3 -0.196 -6.711 -0.758
S4 -0.539 -2.594 -1.665
S5 -2.212 -4.650 -0.335
S6 2.953 -1.176 0.543
O1 4.000 -0.648 1.370
O2 3.296 -1.890 -0.659
N1 -2.130 -0.539 0.035
N2 -4.211 -0.561 0.481
N3 -2.814 -0.001 -1.005
N4 -4.062 -0.019 -0.742
N5 0.066 2.059 -0.090
N6 1.884 0.035 0.228
C1 1.982 -2.229 1.578
C2 0.816 4.685 -0.504
C3 0.205 -5.170 -1.368
C4 -6.337 -2.427 -0.631
C5 -3.011 -0.881 0.946
C6 0.703 -3.968 3.292
C7 1.818 -1.872 2.912
C8 -0.831 3.012 -0.116
C9 2.833 -6.035 -1.619
C10 3.177 3.955 -0.702
C11 -0.498 4.359 -0.335
C12 1.810 3.682 -0.472
C13 -0.762 -4.140 -1.175
C14 -5.284 -3.211 1.525
C15 1.389 2.354 -0.254
C16 0.875 -4.312 1.958
C17 1.168 -2.747 3.768
C18 3.651 1.592 -0.515
C19 -6.130 -2.134 0.852
C20 -1.750 -6.290 -0.032
C21 -5.547 -0.737 1.070
C22 2.347 1.292 -0.207
C23 1.521 -3.439 1.093
C24 4.063 2.922 -0.735
H1 -5.746 -4.189 1.394
H2 -1.864 2.714 0.032
H3 -4.284 -3.265 1.088
H4 -2.800 -1.325 1.905
H5 1.037 -2.484 4.810
H6 -6.992 -1.689 -1.096
H7 0.211 -4.657 3.966
H8 4.382 0.799 -0.577
H9 -7.106 -2.113 1.343
H10 -5.390 -2.425 -1.177
H11 3.492 4.972 -0.898
H12 2.369 -6.886 -1.132
H13 -6.172 0.014 0.592
H14 -1.275 5.109 -0.368
H15 1.688 -3.671 0.051
H16 2.222 -0.931 3.264
H17 -5.189 -3.034 2.600
H18 -5.471 -0.516 2.134
H19 -6.789 -3.411 -0.760
H20 0.520 -5.272 1.602
H21 3.420 -6.375 -2.468
H22 3.470 -5.498 -0.918
H23 5.108 3.113 -0.941
H24 1.115 5.714 -0.665

=====

Here is the ion C6H7N4O3S with charge +1 from the Open Molecules 2025 dataset. Energies are from ωB97M-V/def2-TZVPD.

As for the SMILES: CC(=O)C1=C[C@H]([N+](=O)[O-])[C@@](N)([N+]#N)S1. The HOMO energy is -13.79 eV. For the energy relative to the best compared isomer or geometry (same formula, charge and spin), the calculation gives 42.17 kcal/mol. Its charge is +1. Its LUMO energy is -5.208 eV. The HOMO-LUMO gap comes out at 0.3153 hartree.

Geometry (Å):
S1 0.104 1.311 1.116
O1 2.801 -1.564 0.768
O2 -2.807 1.321 1.136
O3 0.788 -2.375 1.011
N1 1.621 -1.625 0.634
N2 1.024 2.885 -1.659
N3 2.713 1.111 0.433
N4 1.130 1.888 -1.207
C1 -0.962 0.164 0.241
C2 -2.398 0.348 0.533
C3 1.466 0.853 0.057
C4 -0.265 -0.588 -0.628
C5 -3.228 -0.763 0.073
C6 1.197 -0.477 -0.517
H1 -4.179 -0.914 0.725
H2 2.832 2.053 0.933
H3 -3.648 -0.525 -0.983
H4 -0.634 -1.347 -1.262
H5 -2.703 -1.728 0.082
H6 1.603 -0.626 -1.452
H7 3.545 0.597 -0.037

=====

Here is an isolated molecule of C9H12Si from the Open Molecules 2025 dataset. Energies are from ωB97M-V/def2-TZVPD.

The HOMO energy (alpha / beta) is -7.77 / -7.95 eV. For the energy relative to the best compared isomer or geometry (same formula, charge and spin), the calculation gives 142.07 kcal/mol. Its LUMO energy (alpha / beta) is 0.195 / 0.282 eV. The HOMO-LUMO gap (alpha / beta) comes out at 0.2928 / 0.3024 hartree.

Geometry (Å):
Si1 -0.742 0.041 1.268
C1 1.390 1.897 -1.457
C2 -0.696 1.488 -0.043
C3 2.129 0.823 -1.773
C4 0.091 2.157 -0.850
C5 -0.780 -1.677 0.636
C6 1.897 -0.614 -1.561
C7 0.565 -2.190 0.108
C8 1.241 -1.120 -0.586
C9 -2.539 0.468 1.880
H1 -0.432 3.114 -1.114
H2 -2.910 0.105 2.768
H3 3.125 1.132 -2.231
H4 -2.684 1.549 1.888
H5 -3.125 0.138 1.029
H6 1.858 2.868 -1.647
H7 -1.232 -2.176 1.537
H8 1.160 -2.208 1.052
H9 0.474 0.384 1.901
H10 0.532 -3.111 -0.496
H11 2.343 -1.309 -2.190
H12 -1.665 -1.761 -0.119

=====

Here is a structure of composition C5H6O2 from the Open Molecules 2025 dataset. Energies are from ωB97M-V/def2-TZVPD.

The HOMO energy is -8.04 eV. For the energy relative to the best compared isomer or geometry (same formula, charge and spin), the calculation gives 138.95 kcal/mol. Its LUMO energy is -0.347 eV. The HOMO-LUMO gap comes out at 0.2826 hartree.

Geometry (Å):
O1 0.610 -1.286 0.752
O2 0.939 1.994 -0.034
C1 -0.693 -0.351 -0.690
C2 0.800 -0.437 -0.385
C3 1.451 0.875 0.049
C4 -0.811 -1.039 0.609
C5 -1.145 0.464 0.521
H1 -0.268 1.655 0.047
H2 1.478 -0.900 -1.111
H3 2.488 0.824 0.385
H4 -1.167 -0.453 -1.655
H5 -1.453 -1.888 0.870
H6 -2.229 0.540 0.643

=====

Here is a structure of composition C16H44O7Zr from the Open Molecules 2025 dataset. Energies are from ωB97M-V/def2-TZVPD.

The HOMO energy is -14.52 eV. For the energy relative to the best compared isomer or geometry (same formula, charge and spin), the calculation gives 42.50 kcal/mol. Its charge is +2. Its LUMO energy is -10.021 eV. The HOMO-LUMO gap comes out at 0.1652 hartree.

Geometry (Å):
Zr1 -2.406 -0.889 1.216
O1 -3.263 0.399 -0.339
O2 2.681 0.229 6.473
O3 -1.540 -2.272 2.393
O4 2.494 3.702 -1.509
O5 -1.116 -3.495 -4.010
O6 -0.657 -0.357 0.286
O7 -1.603 1.838 -1.891
C1 -0.943 2.166 -4.285
C2 -2.227 -4.042 3.892
C3 0.226 -3.482 3.543
C4 2.044 -0.537 5.483
C5 4.763 2.980 -1.225
C6 0.783 -0.389 0.357
C7 3.461 2.770 -1.961
C8 1.305 0.328 4.460
C9 -1.671 2.670 -3.061
C10 1.223 0.946 0.923
C11 -4.500 1.235 -0.465
C12 -1.169 -3.550 2.926
C13 -4.192 2.712 -0.289
C14 0.074 -1.473 -4.501
C15 1.355 -0.737 -1.004
C16 0.173 -2.953 -4.249
H1 0.629 -3.442 -5.118
H2 3.525 2.850 -3.049
H3 0.946 -0.319 3.657
H4 0.140 2.127 -4.137
H5 -1.072 -4.281 2.118
H6 0.442 0.839 4.901
H7 1.413 -1.338 5.887
H8 -0.216 -0.927 -3.597
H9 -0.647 -1.219 -5.281
H10 0.901 -3.133 -3.444
H11 -3.429 2.842 0.478
H12 3.034 1.752 -1.933
H13 -2.621 -3.282 4.567
H14 0.599 -4.485 3.738
H15 -3.842 3.142 -1.221
H16 -1.431 3.684 -2.736
H17 2.310 0.915 1.031
H18 1.045 -1.226 1.018
H19 2.014 1.113 4.194
H20 -1.264 1.148 -4.508
H21 4.562 2.793 -0.167
H22 5.079 4.017 -1.331
H23 1.130 0.065 -1.715
H24 -5.124 3.184 0.018
H25 -2.719 0.687 -1.148
H26 0.967 -1.678 -1.381
H27 0.158 -2.974 4.507
H28 -1.132 2.814 -5.137
H29 2.816 -1.075 4.926
H30 -1.014 -4.438 -3.851
H31 -2.718 2.736 -3.372
H32 -4.985 1.051 -1.423
H33 0.995 1.733 0.198
H34 -5.187 0.826 0.279
H35 0.814 1.211 1.893
H36 2.443 -0.732 -0.931
H37 -1.858 -4.856 4.515
H38 2.186 3.575 -0.610
H39 1.005 -1.020 -4.848
H40 5.604 2.362 -1.537
H41 0.925 -2.950 2.900
H42 -3.057 -4.462 3.317
H43 -0.703 1.681 -1.588
H44 2.045 0.893 6.761

=====

Here is a structure of composition C18H25BN8O3Pb from the Open Molecules 2025 dataset. Energies are from ωB97M-V/def2-TZVPD.

The HOMO energy is -8.20 eV. For the energy relative to the best compared isomer or geometry (same formula, charge and spin), the calculation gives 4.30 kcal/mol. Its LUMO energy is -0.938 eV. The HOMO-LUMO gap comes out at 0.2670 hartree.

Geometry (Å):
Pb1 -0.674 -0.923 0.237
O1 -0.178 -3.219 1.237
O2 -0.476 0.586 3.519
O3 0.103 -3.129 6.062
N1 -0.304 2.718 -2.599
N2 0.291 1.455 -2.513
N3 -2.277 2.452 -0.764
N4 -0.486 -1.412 2.484
N5 0.614 2.059 0.347
N6 -2.165 1.143 -0.293
N7 0.089 3.280 -0.107
N8 -0.174 -1.311 4.797
C1 1.509 -5.331 2.313
C2 -3.572 2.845 -0.591
C3 1.320 -4.403 3.525
C4 -1.644 -5.419 2.455
C5 -1.323 -4.501 3.639
C6 -0.112 3.201 -3.842
C7 -0.200 -2.728 2.417
C8 0.580 2.245 -4.588
C9 2.242 -1.082 -0.521
C10 -0.024 -2.688 4.942
C11 -0.027 -3.601 3.617
C12 -0.389 -0.622 3.604
C13 1.417 3.736 1.641
C14 -3.376 0.775 0.180
C15 0.586 4.297 0.658
C16 1.350 2.347 1.439
C17 -4.301 1.803 0.001
C18 0.755 1.157 -3.721
B1 -0.986 3.276 -1.268
H1 1.108 -4.898 1.390
H2 -5.334 1.763 0.295
H3 0.921 2.275 -5.604
H4 1.349 -1.310 -1.044
H5 -3.923 3.835 -0.870
H6 -0.189 -0.719 5.633
H7 1.169 0.185 -3.946
H8 -1.304 -5.083 4.585
H9 1.001 -6.275 2.503
H10 1.963 4.195 2.446
H11 2.667 -2.027 -0.173
H12 -3.572 -0.184 0.665
H13 -2.695 -5.717 2.497
H14 0.334 5.324 0.487
H15 2.436 -0.321 0.275
H16 -2.145 -3.757 3.717
H17 -0.452 4.158 -4.133
H18 2.567 -5.554 2.132
H19 1.404 -5.004 4.456
H20 1.766 1.605 2.089
H21 -1.498 -4.937 1.479
H22 -1.047 -6.333 2.476
H23 2.645 -0.610 -1.388
H24 2.136 -3.650 3.557
H25 -1.294 4.390 -1.499

=====

Number 1: total energy -3932.479828 hartree. Number 2: total energy -1075.321451 hartree. Number 3: total energy -639.385682 hartree. Number 4: total energy -344.380481 hartree. Number 5: total energy -1209.090388 hartree. Number 6: total energy -1582.428359 hartree.